[1]
C19H19BF2MnN4S8 | ωB97M-V/def2-TZVPD

The calculation puts the total energy at -150075.3495 eV. As for the spin multiplicity: 4. The calculation puts the relative energy (zero: lowest compared OMol25 entry of this formula, charge and spin) at 193.2 kJ/mol. Its total charge is +2. As for the highest occupied orbital energy (alpha / beta): -0.4961 / -0.5065 Eh.

Last column: Mulliken charge in e.
Geometry (Å):
H1 -0.91 -2.47 2.69  0.2816
H2 2.83 1.09 6.23  0.4145
F1 0.23 1.68 1.38  -0.2116
C1 2.53 -3.60 -4.39  -0.8378
C2 -0.24 -3.22 -3.97  0.1867
C3 -2.31 0.49 -1.30  -0.2288
H3 4.93 -0.51 1.86  0.2612
H4 3.47 4.04 3.19  0.4130
N1 3.94 -0.35 2.03  -0.0784
H5 1.27 0.01 -3.15  0.0678
C4 3.33 0.33 4.29  -0.0648
Mn1 0.02 -0.80 -0.20  -0.1494
C5 3.63 0.68 2.99  -0.2911
S1 -1.63 -2.99 -1.73  0.1183
N2 3.46 -2.12 0.64  -0.3355
C6 3.43 3.01 3.50  -0.6350
F2 2.00 1.21 -0.03  -0.2071
S2 0.95 -3.23 -5.19  0.0662
C7 -0.63 0.87 -2.73  0.1980
H6 2.77 -2.75 0.26  0.2098
C8 -2.99 1.20 -2.22  -0.3677
H7 1.31 1.73 -2.75  0.2247
C9 -3.99 -0.02 0.53  -0.4470
C10 -0.15 -2.89 -2.60  0.2109
S3 1.35 -0.91 1.76  -0.2228
C11 -2.72 -3.22 -3.08  0.0614
B1 0.94 0.79 0.69  0.5932
H8 2.39 -4.33 -3.60  0.3265
S4 1.22 -2.30 -1.79  -0.3538
H9 3.94 2.25 1.55  0.4301
H10 3.13 -4.02 -5.19  0.4133
N3 -1.77 -0.59 0.80  0.7310
S5 -3.94 -0.73 2.08  -0.1262
S6 -1.84 -3.54 -4.56  -0.0346
C12 3.11 2.68 4.81  -0.4701
C13 0.75 0.95 -3.28  -0.9730
H11 -4.91 0.36 0.11  0.4621
H12 -4.03 1.50 -2.22  0.4672
C14 -2.75 -0.02 -0.01  -0.2349
H13 0.74 1.21 -4.34  0.4941
H14 3.00 -2.70 -4.01  0.2706
S7 -4.33 -3.24 -2.96  -0.0527
C15 -1.51 -1.64 3.06  -1.3248
H15 -2.19 -2.03 3.81  0.4996
C16 -2.27 -1.00 1.94  0.4641
S8 -1.94 1.65 -3.49  -0.1193
C17 3.06 1.35 5.21  -0.6122
H16 2.91 3.46 5.53  0.4332
C18 3.07 -1.13 1.42  0.5308
N4 -0.98 0.28 -1.60  0.7314
H17 -0.86 -0.91 3.53  0.2864
H18 3.31 -0.70 4.60  0.4725
C19 3.69 2.00 2.58  -0.1631
H19 4.44 -2.34 0.49  0.2216

***

[2]
C19H19BrN4O3 | ωB97M-V/def2-TZVPD

The calculation puts the total energy at -102157.6979 eV. As for the SMILES: Cc1nc(O)[nH]c1C(=O)N1C[C@@H]2C[C@H]1CN2C(=O)/C=C/c1cccc(Br)c1. The calculation puts the relative energy (zero: lowest compared OMol25 entry of this formula, charge and spin) at 15.2 kJ/mol. As for the highest occupied orbital energy: -0.3124 Eh.

Last column: Mulliken charge in e.
Geometry (Å):
N1 -2.53 2.47 -2.33  -0.0402
C1 -2.63 0.69 -0.52  0.1952
C2 -2.30 3.80 -2.32  0.1759
N2 -2.04 4.28 -1.14  -0.6909
C3 -2.43 2.06 -0.99  0.2775
H1 3.28 -0.47 -0.26  0.4464
C4 3.42 -1.00 1.88  0.4109
H2 -0.64 0.43 -2.33  0.5309
H3 -2.67 3.96 1.62  0.2852
N3 -0.24 -1.92 -1.22  0.0788
O1 1.67 -1.05 -2.04  -0.6761
C5 3.16 0.01 2.80  -0.2792
C6 -1.88 3.35 1.17  -1.2551
C7 -1.26 -2.00 -0.15  -0.9488
Br1 3.41 1.36 5.29  -0.1925
H4 5.56 -2.86 3.74  0.3671
C8 1.03 -1.47 -1.09  0.3392
H5 1.06 -2.07 1.06  0.4471
C9 -2.24 -2.48 -2.24  -0.8125
H6 -1.89 -0.04 -3.50  0.3455
C10 -2.52 -1.71 -0.96  -0.6165
H7 -0.94 3.87 1.34  0.3405
C11 1.61 -1.55 0.29  -0.4070
H8 -3.45 -1.90 -0.43  0.5978
H9 4.49 -2.82 1.52  0.4195
C12 -2.13 3.20 -0.29  0.8969
C13 4.29 -2.03 2.23  -0.3164
H10 -2.86 1.94 -3.11  0.2415
H11 -1.87 2.39 1.67  0.2864
H12 -1.10 -1.25 0.62  0.5838
H13 5.10 -1.05 5.37  0.4087
H14 -0.32 -2.01 -3.35  0.5928
N4 -2.45 -0.32 -1.44  0.0772
C14 3.77 -0.02 4.04  -0.0505
O2 -2.96 0.44 0.62  -0.6700
C15 2.77 -0.98 0.55  -0.5724
H15 -1.29 -3.00 0.30  0.3109
H16 -2.18 5.41 -3.24  0.3848
O3 -2.36 4.49 -3.46  -0.5022
C16 -1.44 -0.28 -2.53  -0.8459
H17 2.49 0.82 2.55  0.5267
H18 -2.99 -2.32 -3.02  0.3996
C17 4.89 -2.05 3.48  -0.5261
C18 4.64 -1.04 4.40  -0.3983
H19 -2.09 -3.55 -2.08  0.4047
C19 -0.94 -1.72 -2.50  -0.5708

***

[3]
C19H19BrN4O3 | ωB97M-V/def2-TZVPD

The calculation puts the total energy at -102157.8076 eV. As for the SMILES: Cc1nc(O)[nH]c1C(=O)N1C[C@@H]2C[C@H]1CN2C(=O)/C=C/c1cccc(Br)c1. The calculation puts the relative energy (zero: lowest compared OMol25 entry of this formula, charge and spin) at 4.6 kJ/mol. As for the highest occupied orbital energy: -0.3129 Eh.

Last column: Mulliken charge in e.
Geometry (Å):
H1 -2.80 2.39 -0.25  0.5492
Br1 -5.26 3.61 -1.30  -0.2015
H2 -4.36 5.59 3.18  0.3747
C1 -4.02 4.89 2.43  -0.4888
H3 -1.71 -1.86 1.35  0.3708
H4 1.88 -1.39 2.80  0.5830
H5 -5.64 5.31 1.08  0.4020
H6 3.87 -2.65 -1.28  0.2189
C2 4.21 -1.51 -3.00  0.1837
O1 5.55 -1.56 -2.97  -0.5031
N1 0.18 -0.90 1.64  0.1042
H7 -0.99 -1.18 -0.13  0.6037
H8 1.15 0.42 -4.50  0.3272
C3 -4.75 4.73 1.26  -0.4206
H9 -2.30 4.28 3.56  0.4031
H10 -1.91 0.61 1.14  0.5641
C4 2.15 -1.87 -2.35  0.3197
C5 -1.24 2.42 1.97  -0.5152
C6 0.69 -3.13 1.97  -0.7759
C7 -4.29 3.83 0.31  -0.0228
C8 1.34 -1.75 1.93  -0.7122
H11 -0.51 -3.77 0.16  0.5886
C9 1.03 -0.66 -4.33  -1.2375
O2 -0.09 -2.52 -2.06  -0.6782
C10 0.04 -2.94 0.60  -0.6345
H12 0.09 -0.87 -3.85  0.2879
C11 -3.15 3.08 0.51  -0.5215
H13 1.03 -1.14 -5.32  0.2903
H14 -0.42 2.87 2.53  0.4784
H15 3.09 -2.40 0.82  0.3578
C12 -2.42 3.24 1.70  0.7335
C13 2.16 -1.84 0.64  -0.7605
H16 1.41 -3.95 1.99  0.4076
N2 1.22 -2.59 -0.22  0.0505
O3 1.05 0.93 2.63  -0.7133
C14 -0.77 -1.66 0.82  -0.9364
C15 -2.87 4.15 2.65  -0.4853
C16 -1.11 1.13 1.65  -0.6155
H17 5.86 -1.10 -3.76  0.3835
N3 3.49 -2.10 -2.02  -0.0450
C17 1.01 -2.34 -1.56  0.2464
N4 3.48 -0.93 -3.91  -0.6879
C18 2.17 -1.17 -3.52  0.8165
H18 -0.03 -3.24 2.77  0.3957
H19 2.40 -0.86 0.24  0.4666
C19 0.13 0.40 2.02  0.4480